Entry from the Open Molecules 2025 dataset: a single C17H21NO4 molecule (ωB97M-V with the def2-TZVPD basis set).

Geometry as XYZ:
```
43
Properties=species:S:1:pos:R:3:forces:R:3
C -2.551689 -4.215244 -0.313494 -0.20 0.09 -0.06
C -3.709868 -3.250584 -0.089633 0.35 0.26 0.12
C -3.301056 -1.951035 0.612995 -0.46 -0.37 0.12
O -2.549368 -1.097633 -0.222819 0.29 0.09 -0.25
C -1.190284 -1.154282 -0.263772 0.08 0.18 -0.12
C -0.362525 -1.835835 0.609830 -0.37 0.07 0.02
C 1.019566 -1.747227 0.499156 0.18 0.04 -0.22
C 1.597949 -0.994324 -0.503302 -0.12 -0.36 0.08
C 3.081335 -0.743294 -0.565124 -0.10 0.24 -0.15
C 3.224989 0.732620 -0.203141 0.34 -0.48 0.23
O 3.568969 1.589995 -0.983337 0.00 0.28 -0.39
N 2.870149 0.990123 1.084029 0.17 0.02 0.37
C 2.380257 2.300051 1.481178 -0.22 0.00 -0.24
C 0.888928 2.257017 1.567620 0.14 0.01 0.94
C 0.053569 2.041848 2.625493 0.52 0.20 -0.39
C -1.254544 1.963784 2.088801 -0.16 0.04 -0.55
C -1.116052 2.126482 0.746395 -0.67 -0.15 0.65
O 0.174391 2.301112 0.421961 0.41 0.15 -0.36
C 0.773134 -0.319289 -1.402410 -0.17 -0.07 -0.09
C -0.601696 -0.381304 -1.293950 -0.14 -0.10 0.06
O -1.475865 0.276051 -2.104433 -0.04 -0.26 0.37
C -0.949394 1.145976 -3.077178 0.12 0.16 -0.19
H -1.779657 -3.755173 -0.925491 0.10 -0.04 -0.04
H -2.109889 -4.516400 0.634199 0.10 -0.06 0.08
H -2.904874 -5.108757 -0.823247 0.04 -0.11 -0.04
H -4.152694 -2.986166 -1.051446 -0.12 0.02 0.03
H -4.478172 -3.733851 0.517683 -0.08 0.04 0.00
H -2.780687 -2.164176 1.552125 -0.03 0.07 -0.02
H -4.203640 -1.376673 0.847495 0.16 -0.07 0.05
H -0.774799 -2.437723 1.403399 -0.10 -0.04 0.04
H 1.637270 -2.281667 1.207163 0.09 -0.05 0.06
H 3.620864 -1.373327 0.141844 0.00 -0.02 0.01
H 3.476236 -0.898424 -1.568904 0.06 0.05 0.08
H 2.494929 0.217736 1.616519 -0.04 0.05 -0.16
H 2.708031 3.002164 0.710729 0.02 -0.01 0.18
H 2.804882 2.579313 2.448509 -0.10 0.07 -0.12
H 0.333660 1.962408 3.656250 0.15 -0.01 0.21
H -2.165362 1.807865 2.629042 -0.24 -0.03 0.04
H -1.832338 2.126343 -0.050586 -0.03 -0.01 -0.22
H 1.238144 0.278476 -2.169504 0.00 0.14 -0.11
H -0.324583 1.922659 -2.624536 0.00 -0.03 -0.02
H -0.366091 0.604749 -3.829352 0.00 0.02 0.04
H -1.812170 1.606360 -3.556577 0.09 -0.01 0.00
```
Positions in Å, forces in eV/Å.

For the gap between HOMO and LUMO, the calculation gives 0.32228 Ha. Its total energy is -27649.1112 eV. The SMILES is CCCOc1ccc(CC(=O)NCc2ccco2)cc1OC. The value obtained for the molar mass is 303.36 Da. The calculation puts the energy relative to the best compared isomer or geometry (same formula, charge and spin) at 243.15 kJ/mol.